C13H17F2N3O4 | the ωB97M-V functional and the def2-TZVPD basis

Structure (ORCA input):
```
! wB97M-V def2-TZVPD RIJCOSX def2/J DEFGRID3
* xyz 0 1
C -4.778 -2.062 0.872
N -3.932 -0.875 0.969
C -2.616 -0.911 1.214
O -2.018 -1.965 1.424
C -1.894 0.449 1.321
C -0.354 0.363 1.291
C 0.180 -0.035 -0.075
N 1.482 -0.085 -0.225
O -0.543 -0.259 -1.031
N -2.331 1.277 2.457
C -2.478 0.967 3.747
C -2.210 -0.430 4.265
O -2.839 1.833 4.527
H -5.829 -1.776 0.827
H -4.616 -2.704 1.740
H -4.516 -2.624 -0.027
H -4.361 0.027 0.835
H -2.185 0.996 0.422
H -0.002 -0.361 2.024
H 0.067 1.336 1.538
H 1.810 -0.275 -1.155
H 2.097 0.127 0.536
H -2.532 2.245 2.258
H -3.002 -1.099 3.935
H -1.249 -0.788 3.905
H -2.195 -0.404 5.353
O 4.473 2.623 -2.040
C 4.119 1.489 -2.731
C 5.120 0.624 -3.199
F 6.425 0.910 -2.975
C 4.771 -0.537 -3.897
C 3.426 -0.844 -4.131
C 2.428 0.019 -3.666
C 2.769 1.186 -2.975
F 1.785 2.006 -2.540
H 5.442 2.707 -2.024
H 5.554 -1.199 -4.255
H 3.156 -1.747 -4.673
H 1.378 -0.205 -3.840
*
```

Properties
- SMILES = CNC(=O)[C@H](CC(N)=O)NC(C)=O.Oc1c(F)cccc1F
- HOMO-LUMO gap (eV) = 9.787

=====

C3H7F2O2P | the ωB97M-V functional and the def2-TZVPD basis

Structure (ORCA input):
```
! wB97M-V def2-TZVPD RIJCOSX def2/J DEFGRID3
* xyz 0 1
C -1.732 -0.497 -0.380
C -1.354 0.327 0.807
O -0.353 1.259 0.433
P 0.900 1.153 -0.478
O 1.653 2.388 -0.528
C 2.041 -0.682 0.222
F 1.804 -1.108 1.397
F 1.764 -1.712 -0.617
H -1.985 0.258 -1.110
H -1.028 -1.099 -0.763
H -2.426 -1.194 -0.087
H -1.031 -0.053 1.733
H -2.302 0.802 1.039
H 0.834 0.639 -1.853
H 3.217 -0.482 0.185
*
```

Properties
- SMILES = CCO[P@@H](=O)C(F)F
- HOMO-LUMO gap (eV) = 10.417

=====

C3H5F2O2Si | the ωB97M-V functional and the def2-TZVPD basis

Structure (ORCA input):
```
! wB97M-V def2-TZVPD RIJCOSX def2/J DEFGRID3
* xyz 1 3
C 0.137 -0.372 0.122
C -2.001 1.720 -0.345
C 1.371 -1.291 -0.173
O 0.219 0.833 0.332
O -1.063 -0.921 0.060
F -3.404 -0.422 -1.247
F -3.416 -0.406 1.243
Si -2.519 -0.037 -0.030
H -1.631 2.586 0.242
H -1.834 2.061 -1.452
H 1.006 -1.923 -1.016
H 1.477 -2.012 0.548
H 2.210 -0.615 -0.261
*
```

Properties
- ⟨S²⟩ = 2.0091
- HOMO-LUMO gap (alpha / beta) (eV) = 8.876 / 7.065

=====

C21H37N2O5PtSSb2 | the ωB97M-V functional and the def2-TZVPD basis

Structure (ORCA input):
```
! wB97M-V def2-TZVPD RIJCOSX def2/J DEFGRID3
* xyz 3 5
Pt -0.313 0.704 0.124
O -0.731 -2.438 5.079
C -1.212 -1.533 4.152
O -1.664 -1.820 3.032
C -1.316 -0.202 4.871
O -1.892 0.930 4.119
C -1.167 2.072 3.916
C -0.462 2.152 2.553
O -0.157 3.168 1.965
O -0.200 0.956 2.077
H -0.846 -3.362 4.718
H -0.321 0.131 5.281
H -1.983 -0.406 5.759
H -0.337 2.314 4.609
H -1.890 2.947 3.879
C -3.996 -0.051 1.679
Sb -2.705 -0.307 0.027
C -3.755 0.428 -1.794
C -2.975 -2.428 -0.242
C -2.448 -3.125 -1.525
C -3.277 -3.383 -2.629
C -2.782 -4.167 -3.689
C -1.521 -4.690 -3.706
C -0.611 -4.296 -2.771
C -1.070 -3.559 -1.628
C -0.239 -3.397 -0.391
Sb 1.120 -1.773 -0.487
C 2.560 -2.253 0.938
C 1.817 -1.533 -2.429
H -4.951 -0.432 1.404
H -4.015 0.960 2.111
H -3.648 -0.698 2.526
H -4.691 -0.116 -1.734
H -3.221 -0.024 -2.657
H -3.806 1.503 -1.827
H -4.121 -2.433 -0.120
H -2.649 -2.917 0.708
H -4.338 -3.176 -2.579
H -3.407 -4.429 -4.525
H -1.157 -5.428 -4.407
H 0.428 -4.589 -2.748
H 0.407 -4.288 -0.143
H -0.842 -3.316 0.532
H 2.203 -3.214 1.342
H 2.581 -1.511 1.694
H 3.609 -2.337 0.555
H 2.604 -2.216 -2.784
H 2.167 -0.560 -2.540
H 0.931 -1.659 -3.113
C 4.058 3.235 -3.737
C 2.739 3.330 -3.091
N 2.801 3.374 -1.640
C 1.894 2.809 -0.826
S 0.388 2.133 -1.495
N 2.021 2.780 0.473
C 3.215 3.186 1.233
C 3.388 4.717 1.386
H 4.102 3.351 -4.817
H 4.589 2.340 -3.446
H 4.794 4.019 -3.345
H 2.084 2.479 -3.368
H 2.223 4.271 -3.406
H 3.457 4.020 -1.269
H 1.133 2.745 0.976
H 4.047 2.777 0.659
H 3.088 2.740 2.220
H 3.950 5.204 0.602
H 3.877 4.987 2.348
H 2.440 5.305 1.363
*
```

Properties
- ⟨S²⟩ = 6.0290
- HOMO-LUMO gap (alpha / beta) (eV) = 7.836 / 4.608

=====

- Which formula does entry 2 have?
  C3H7F2O2P